Record 1
The following is a DFT calculation (ωB97M-V with the def2-TZVPD basis set) of a cluster of 2 separate species, C4H8N in total.

Properties
Net charge: +1
Highest occupied orbital energy, eV: -15.41
E_tot, Eh: -211.54798

CARTESIAN COORDINATES (ANGSTROEM)
H  -0.31  -1.04  0.65
C  0.60  -0.71  0.19
H  -0.35  0.98  -0.16
C  -2.04  0.88  0.65
H  0.88  1.36  0.98
H  1.07  -2.54  -0.22
H  -1.95  0.42  -1.58
H  1.42  0.77  -0.66
H  -1.89  1.43  1.55
C  1.42  -1.58  -0.28
C  -2.04  0.85  -0.56
H  2.54  -1.55  -0.65
N  0.66  0.72  0.10

Now the Mulliken charges, all in e: atom 1 (H): 0.37, atom 2 (C): 0.16, atom 3 (H): 0.17, atom 4 (C): -0.50, atom 5 (H): 0.41, atom 6 (H): 0.27, atom 7 (H): 0.38, atom 8 (H): 0.40, atom 9 (H): 0.35, atom 10 (C): -0.82, atom 11 (C): -0.17, atom 12 (H): 0.25, atom 13 (N): -0.27

Record 2
The following is a DFT calculation (ωB97M-V with the def2-TZVPD basis set) of the molecule C4H8N2.

Properties
Highest occupied orbital energy, eV: -8.58
E_tot, Eh: -266.59443

CARTESIAN COORDINATES (ANGSTROEM)
H  2.74  -0.21  -0.63
H  -1.56  0.02  -1.17
H  -1.08  1.55  1.19
C  0.52  -0.35  -0.78
N  -1.22  0.64  0.76
C  1.79  -0.02  -0.12
H  -0.59  1.49  -1.05
N  1.04  -1.21  0.27
C  -0.74  0.50  -0.62
C  -1.89  -0.26  1.44
H  -1.94  -1.14  0.75
H  1.81  0.83  0.56
H  0.56  -1.04  1.15
H  0.57  -0.82  -1.76

Now the Mulliken charges, all in e: atom 1 (H): 0.26, atom 2 (H): 0.37, atom 3 (H): 0.19, atom 4 (C): 0.24, atom 5 (N): -0.14, atom 6 (C): -0.48, atom 7 (H): 0.34, atom 8 (N): -0.62, atom 9 (C): -0.85, atom 10 (C): -0.36, atom 11 (H): 0.18, atom 12 (H): 0.23, atom 13 (H): 0.28, atom 14 (H): 0.35